Record 1
{"formula": "C2H5N3OS", "method": "the ωB97M-V functional and the def2-TZVPD basis", "elements": ["H", "N", "C", "N", "O", "N", "C", "S", "H", "H", "H", "H"], "xyz": [[0.63, 0.64, 1.83], [1.28, -0.16, 1.41], [1.07, -0.29, 0.21], [1.77, -1.20, -0.53], [0.09, 0.19, -0.62], [-0.86, 0.97, -0.19], [-2.05, 0.40, 0.06], [-2.55, -1.16, 0.18], [1.70, -1.14, -1.58], [2.72, -1.26, -0.16], [-1.00, 1.87, -0.85], [-2.81, 1.13, 0.23]], "mulliken_charge": [0.281, -0.605, 0.524, -0.463, -0.128, -0.316, -0.194, -0.240, 0.251, 0.279, 0.285, 0.327], "smiles": "[H]/N=C(/N)ONC=S", "gap_ha": 0.3333, "e_homo_ev": -8.75, "charge": 0}

=====

Record 2
{"formula": "C20H33AuN6SSeSi", "method": "the ωB97M-V functional and the def2-TZVPD basis", "elements": ["Au", "C", "Si", "C", "C", "C", "C", "C", "C", "N", "C", "S", "H", "H", "H", "H", "H", "H", "H", "H", "H", "H", "H", "H", "C", "C", "N", "C", "N", "C", "C", "C", "N", "C", "H", "H", "H", "H", "H", "H", "H", "H", "H", "H", "H", "H", "H", "C", "N", "C", "C", "N", "C", "C", "Se", "H", "H", "H", "H", "H", "H", "H", "H"], "xyz": [[-0.29, -0.03, 0.88], [-4.44, -2.67, -3.72], [-4.80, -1.37, -2.41], [-5.09, -2.25, -0.78], [-6.39, -0.48, -2.84], [-3.39, -0.12, -2.50], [-3.42, 0.72, -3.61], [-2.41, 1.65, -3.84], [-1.37, 1.70, -2.93], [-1.29, 0.91, -1.86], [-2.29, 0.03, -1.63], [-2.16, -0.94, -0.18], [-5.25, -3.41, -3.77], [-3.52, -3.21, -3.49], [-4.33, -2.23, -4.71], [-5.97, -2.88, -0.88], [-5.27, -1.54, 0.04], [-4.24, -2.87, -0.49], [-7.22, -1.19, -2.86], [-6.36, 0.01, -3.82], [-6.62, 0.28, -2.10], [-4.23, 0.65, -4.32], [-2.44, 2.31, -4.70], [-0.55, 2.39, -3.07], [4.29, 2.96, 2.14], [4.00, 1.65, 1.44], [2.56, 1.48, 1.37], [1.73, 1.76, 2.41], [0.51, 1.31, 2.37], [-0.41, 1.70, 3.42], [0.31, 1.82, 4.76], [1.42, 2.83, 4.60], [2.22, 2.55, 3.41], [3.62, 2.94, 3.50], [3.88, 3.78, 1.55], [5.36, 3.12, 2.26], [4.48, 0.82, 1.97], [4.39, 1.66, 0.42], [2.20, 0.79, 0.73], [-1.20, 0.95, 3.48], [-0.90, 2.65, 3.17], [0.72, 0.85, 5.03], [-0.38, 2.14, 5.55], [2.09, 2.81, 5.47], [1.01, 3.84, 4.54], [4.15, 2.24, 4.17], [3.67, 3.92, 3.97], [-0.27, -4.05, -0.07], [0.00, -3.27, -1.26], [-0.69, -3.35, -2.45], [-0.23, -2.36, -3.24], [0.74, -1.69, -2.52], [1.47, -0.51, -2.96], [0.86, -2.23, -1.30], [1.95, -1.64, 0.07], [-0.86, -4.91, -0.34], [-0.81, -3.44, 0.65], [0.67, -4.37, 0.38], [-1.45, -4.08, -2.62], [-0.51, -2.07, -4.24], [1.30, -0.37, -4.02], [2.53, -0.65, -2.76], [1.11, 0.36, -2.40]], "mulliken_charge": [0.360, -0.840, 0.269, -1.022, -1.124, 0.415, -0.406, -0.837, -0.386, -0.256, 0.494, -0.456, 0.353, 0.075, 0.327, 0.328, 0.348, 0.273, 0.313, 0.322, 0.342, 0.236, 0.410, 0.357, -0.710, -0.588, 0.110, 0.820, -0.640, -0.683, -0.747, -0.664, 0.200, -0.712, 0.306, 0.372, 0.305, 0.388, -0.339, 0.348, 0.274, 0.306, 0.369, 0.420, 0.271, 0.337, 0.409, -0.976, 0.377, -0.465, -0.436, 0.429, -0.953, -0.619, -0.309, 0.332, 0.318, 0.362, 0.506, 0.432, 0.297, 0.406, 0.251], "gap_ha": 0.2593, "e_homo_ev": -6.40, "charge": 0}

=====

Record 3
{"formula": "C33H73HgN2O11S5", "method": "the ωB97M-V functional and the def2-TZVPD basis", "elements": ["Hg", "C", "O", "H", "H", "H", "C", "C", "N", "C", "C", "C", "C", "H", "H", "H", "H", "H", "H", "H", "H", "H", "H", "H", "H", "H", "H", "H", "C", "C", "N", "C", "C", "C", "C", "H", "H", "H", "H", "H", "H", "H", "H", "H", "H", "H", "H", "H", "H", "H", "C", "C", "C", "S", "O", "O", "C", "H", "H", "H", "H", "H", "H", "H", "H", "C", "C", "C", "S", "O", "O", "C", "H", "H", "H", "H", "H", "H", "H", "H", "C", "C", "C", "S", "O", "O", "C", "H", "H", "H", "H", "H", "H", "H", "H", "C", "C", "C", "S", "O", "O", "C", "H", "H", "H", "H", "H", "H", "H", "H", "C", "C", "C", "S", "O", "O", "C", "H", "H", "H", "H", "H", "H", "H", "H"], "xyz": [[-1.63, 4.95, -5.74], [0.42, 1.80, -0.95], [0.05, 2.35, -2.21], [0.04, 2.34, -0.09], [0.18, 0.76, -0.79], [1.51, 1.83, -0.94], [1.99, -7.95, 3.82], [2.95, -7.59, 2.68], [2.36, -6.50, 1.80], [2.61, -6.70, 0.37], [1.95, -5.72, -0.54], [2.50, -5.16, 2.46], [3.86, -4.63, 2.33], [1.98, -9.03, 3.93], [0.94, -7.66, 3.73], [2.32, -7.54, 4.78], [3.91, -7.17, 2.97], [3.16, -8.53, 2.17], [3.69, -6.70, 0.23], [2.28, -7.66, -0.02], [2.34, -4.70, -0.47], [2.05, -5.95, -1.60], [0.86, -5.77, -0.45], [2.22, -5.29, 3.50], [1.74, -4.49, 2.07], [3.98, -4.32, 1.29], [4.68, -5.33, 2.51], [3.91, -3.71, 2.91], [-9.15, -1.03, 0.15], [-8.03, -0.09, 0.47], [-7.21, -0.67, 1.57], [-6.30, -1.64, 0.97], [-5.79, -2.62, 2.13], [-6.46, 0.42, 2.21], [-7.44, 1.45, 2.99], [-10.09, -0.88, 0.68], [-8.90, -2.09, 0.28], [-9.41, -0.94, -0.90], [-7.37, 0.06, -0.39], [-8.44, 0.87, 0.78], [-6.77, -2.23, 0.18], [-5.43, -1.25, 0.45], [-4.82, -3.04, 1.85], [-5.83, -2.17, 3.12], [-6.47, -3.46, 2.25], [-5.86, 0.82, 1.40], [-5.67, 0.05, 2.87], [-6.90, 2.04, 3.73], [-8.36, 1.05, 3.43], [-7.91, 2.12, 2.27], [-3.63, -3.47, -5.21], [-4.95, -3.08, -5.97], [-4.50, -2.26, -7.22], [-2.77, -1.60, -6.97], [-2.76, -0.11, -6.87], [-1.80, -2.29, -7.83], [-2.65, -2.34, -5.30], [-3.12, -4.40, -5.48], [-3.71, -3.78, -4.17], [-5.52, -2.44, -5.29], [-5.51, -3.96, -6.29], [-5.16, -1.44, -7.50], [-4.38, -2.93, -8.07], [-3.13, -1.61, -4.64], [-1.64, -2.40, -4.89], [-0.51, 1.58, 6.51], [-1.51, 1.94, 7.62], [-1.66, 0.77, 8.60], [0.00, -0.05, 8.63], [-0.10, -1.42, 8.04], [0.82, 0.24, 9.82], [0.75, 1.02, 7.27], [-0.20, 2.47, 5.95], [-0.89, 0.79, 5.86], [-2.48, 2.20, 7.18], [-1.31, 2.91, 8.07], [-2.27, -0.07, 8.27], [-1.89, 0.98, 9.65], [1.59, 0.55, 6.75], [1.13, 1.86, 7.85], [4.28, 0.52, -6.24], [4.41, 0.12, -7.70], [4.03, 1.30, -8.63], [4.16, 2.90, -7.59], [2.84, 3.42, -7.20], [5.15, 3.79, -8.09], [4.83, 1.93, -6.15], [4.75, -0.21, -5.59], [3.28, 0.55, -5.81], [3.92, -0.82, -7.96], [5.46, -0.10, -7.89], [3.03, 1.12, -9.02], [4.78, 1.47, -9.40], [4.68, 2.57, -5.28], [5.91, 1.98, -6.28], [-3.63, 7.25, 2.48], [-2.41, 8.14, 2.33], [-1.92, 8.08, 0.87], [-3.39, 8.01, -0.19], [-3.23, 7.06, -1.29], [-3.85, 9.39, -0.47], [-4.41, 7.17, 1.12], [-4.33, 7.40, 3.30], [-3.16, 6.29, 2.72], [-1.57, 7.77, 2.92], [-2.69, 9.11, 2.72], [-1.47, 7.10, 0.75], [-1.19, 8.74, 0.40], [-4.62, 6.12, 0.88], [-5.37, 7.68, 1.10], [8.48, 1.55, 0.66], [9.28, 2.84, 0.33], [10.54, 2.49, -0.50], [10.67, 0.66, -0.43], [11.97, 0.14, 0.06], [10.13, 0.14, -1.67], [9.42, 0.36, 0.91], [7.81, 1.29, -0.16], [7.84, 1.88, 1.49], [9.47, 3.45, 1.21], [8.66, 3.53, -0.25], [11.49, 2.88, -0.13], [10.38, 2.65, -1.56], [9.99, 0.58, 1.82], [9.09, -0.67, 0.81]], "mulliken_charge": [0.334, -0.375, -0.187, 0.239, 0.259, 0.276, -1.267, -0.391, 0.146, -0.329, -1.388, -0.692, -0.914, 0.354, 0.345, 0.348, 0.249, 0.444, 0.388, 0.403, 0.286, 0.421, 0.340, 0.331, 0.393, 0.235, 0.302, 0.368, -1.192, -0.260, -0.102, -0.619, -1.125, -0.564, -1.252, 0.329, 0.314, 0.337, 0.310, 0.268, 0.448, 0.389, 0.330, 0.320, 0.297, 0.397, 0.413, 0.347, 0.367, 0.333, -0.674, -0.545, -0.631, 1.016, -0.632, -0.624, -0.733, 0.332, 0.389, 0.280, 0.296, 0.379, 0.334, 0.311, 0.501, -0.522, -0.634, -0.608, 1.038, -0.636, -0.621, -0.774, 0.324, 0.303, 0.328, 0.325, 0.327, 0.390, 0.421, 0.341, -0.526, -0.638, -0.640, 1.035, -0.607, -0.613, -0.779, 0.338, 0.277, 0.367, 0.273, 0.368, 0.353, 0.451, 0.342, -0.596, -0.609, -0.699, 1.009, -0.629, -0.612, -0.589, 0.361, 0.232, 0.354, 0.299, 0.296, 0.474, 0.327, 0.384, -0.594, -0.639, -0.603, 1.075, -0.644, -0.634, -0.690, 0.306, 0.346, 0.333, 0.302, 0.367, 0.346, 0.310, 0.419], "gap_ha": 0.0503, "e_homo_ev": -10.33, "charge": 1}